Entry 1:
82
Properties=species:S:1:pos:R:3:mulliken_charge:R:1 method="wB97M-V/def2-TZVPD" e_tot_ha=-3228.91754 homo_ha=-0.4195 multiplicity=1 mol_weight_g_mol=629.755 charge=+1 de_lowest_kj_mol=1740.7 lumo_energy_ev=-3.164
C -6.803 2.992 -21.386 -0.4096
H -5.770 2.676 -21.536 0.4248
K -8.045 7.520 -22.173 1.2036
C -8.113 5.097 -23.175 -0.0150
O -7.954 5.247 -21.790 -1.6181
O -11.505 6.195 -21.332 -0.3944
O -5.443 6.487 -25.452 -0.3020
C -4.863 3.475 -22.544 0.0132
C -15.616 2.634 -24.914 -0.6421
C -6.693 6.493 -24.911 -0.0147
H -9.319 3.379 -22.268 -0.8749
O -4.361 1.237 -25.168 -0.3214
C -10.408 0.985 -19.147 0.0698
H -7.144 2.812 -22.406 0.7391
H -16.112 3.598 -24.796 0.2903
C -8.662 2.356 -20.108 0.7256
H -10.410 4.767 -22.070 -0.2844
H -9.483 6.261 -21.699 1.0151
H -6.757 4.053 -21.138 0.1916
C -11.214 3.617 -23.253 0.4832
H -10.615 2.428 -21.490 0.3290
O -12.780 6.352 -19.641 -0.3166
H -12.793 5.182 -17.887 0.3261
H -11.464 4.531 -22.713 -0.0639
H -3.798 -0.074 -26.618 0.2564
H -9.018 4.546 -23.429 0.0214
H -9.919 1.993 -23.093 0.4965
H -16.415 1.914 -24.738 0.2558
H -10.022 6.258 -24.233 0.3575
H -2.010 8.478 -27.290 0.2754
H -7.311 4.635 -23.750 0.2423
O -13.331 4.308 -25.029 -0.5687
H -5.524 4.996 -23.747 -0.0093
H -3.057 -0.413 -25.099 0.3207
H -4.155 3.296 -21.734 0.6613
H -5.799 3.081 -22.149 -0.8685
H -10.996 1.800 -18.723 0.1817
C -11.491 6.085 -20.006 0.5239
H -8.343 6.005 -23.733 0.6218
H -9.735 -0.047 -17.329 0.3398
H -2.704 9.364 -25.848 0.2896
O -9.413 3.344 -20.375 -0.6337
C -4.352 6.970 -24.899 0.7766
C -13.191 6.081 -18.358 -0.7136
O -14.521 2.552 -24.082 -0.3242
O -10.637 5.635 -19.292 -0.5468
C -10.230 2.806 -22.437 -0.0223
H -10.809 3.832 -24.241 0.6522
H -5.456 5.386 -21.934 0.0422
O -9.068 1.275 -19.433 -0.4196
O -3.302 6.715 -25.755 -0.3376
H -10.871 0.710 -20.094 0.3332
H -7.447 6.620 -25.688 0.3347
C -1.924 8.702 -26.227 -1.0307
O -4.286 7.544 -23.837 -0.5841
C -4.266 1.596 -23.850 0.6494
H -11.457 -0.417 -17.830 0.4227
H -11.713 6.328 -23.864 0.2583
C -10.414 5.857 -22.097 0.4869
C -4.982 4.930 -22.803 -1.2621
H -10.099 -1.003 -18.693 0.3480
C -10.725 6.484 -23.432 -1.8117
H -4.008 5.398 -22.949 0.8324
C -2.071 7.372 -25.334 -0.2908
H -6.901 5.591 -24.336 -0.9346
H -0.935 9.141 -26.098 0.3770
H -10.641 7.567 -23.348 0.5436
H -14.215 5.715 -18.436 0.2958
H -15.283 2.593 -25.952 0.3054
H -6.877 7.305 -24.208 0.1610
O -12.426 2.869 -23.392 -0.3370
O -7.418 2.147 -20.468 -0.4205
H -2.021 7.551 -24.260 0.3004
C -10.453 -0.130 -18.145 -1.4527
H -13.151 7.009 -17.787 0.2829
O -4.542 2.871 -23.786 -0.2392
K -8.719 5.194 -20.006 1.0388
C -3.980 -0.042 -25.544 -0.6951
O -3.919 0.860 -22.929 -0.5924
H -1.220 6.738 -25.584 0.3482
C -13.374 3.272 -24.324 0.6192
H -4.739 -0.754 -25.222 0.2882

=====

Entry 2:
50
Properties=species:S:1:pos:R:3:nbo_charge:R:1 method="wB97M-V/def2-TZVPD" e_tot_ha=-2076.21728 homo_ha=-0.3423 multiplicity=1 mol_weight_g_mol=408.297 charge=0 de_lowest_kj_mol=0.0 lumo_energy_ev=-0.141
C 2.585 3.024 2.184 -0.6303
H -2.341 0.055 2.510 0.2377
C -2.825 -0.591 -0.081 -0.4056
O 2.052 -1.212 1.203 -0.5174
H -2.865 0.469 0.190 0.2142
H 2.954 -1.894 -0.514 0.1890
O -1.169 1.383 1.729 -0.5999
F -0.236 -0.689 -0.618 -0.3337
C 2.103 1.538 -3.339 0.1991
H -1.788 -2.279 0.720 0.2296
C -0.170 0.751 1.436 0.7708
C 1.748 1.212 -5.690 -0.1351
C -2.385 -1.025 2.343 -0.4247
H 0.674 3.177 1.159 0.1986
C 3.107 -2.035 0.571 -0.0723
H -5.770 -1.469 1.583 0.2072
C 0.810 -1.715 1.063 0.7787
H -4.928 0.036 1.643 0.1939
H -4.924 -0.692 -0.644 0.2084
N 0.842 2.014 -3.186 -0.4462
C 4.444 -1.492 1.027 -0.6303
H 0.560 2.916 2.942 0.1984
H 3.097 2.421 2.948 0.2191
C 0.375 1.183 -5.419 -0.3017
H 2.121 1.147 -6.714 0.2284
H 2.677 4.071 2.495 0.2186
H -0.377 0.923 -6.178 0.2429
H -4.142 -1.344 3.510 0.2079
H -1.679 -1.499 3.039 0.2035
H 4.523 -1.562 2.123 0.2192
C -0.379 -0.698 0.744 0.2360
C 1.120 2.672 2.026 -0.0696
H 2.940 -3.076 0.878 0.2113
C -3.808 -1.568 2.496 -0.3930
C -0.021 1.509 -4.100 0.1957
O 0.616 -2.943 1.067 -0.5897
H -2.461 -0.707 -1.110 0.2220
H 3.101 2.928 1.220 0.2166
H 3.715 1.048 -4.697 0.2402
C -1.841 -1.206 0.940 -0.2467
H 5.268 -2.080 0.597 0.2203
C -4.225 -1.184 0.034 -0.3960
Cl 3.036 1.200 -1.926 0.0322
O 1.046 1.237 1.676 -0.4955
H 4.563 -0.446 0.699 0.2142
Cl -1.632 1.180 -3.595 0.0505
C 2.645 1.240 -4.607 -0.3050
C -4.777 -1.028 1.443 -0.3973
H -3.748 -2.661 2.446 0.1915
H -4.231 -2.236 -0.265 0.1942

=====

Entry 3:
21
Properties=species:S:1:pos:R:3:nbo_charge:R:1 method="wB97M-V/def2-TZVPD" e_tot_ha=-1123.68350 homo_ha=-0.3190 multiplicity=1 mol_weight_g_mol=159.276 charge=0 de_lowest_kj_mol=80.9 lumo_energy_ev=0.501
H 0.400 3.786 -0.950 0.4667
H 0.378 -1.974 0.267 0.3730
N 0.213 -1.178 0.867 -0.6614
H -1.549 -0.024 0.195 0.1801
H 2.159 -0.198 1.279 0.4892
H -1.337 -2.279 1.817 0.1803
H -0.166 0.886 0.695 0.2195
O 0.820 3.086 -0.430 -0.9385
H -0.575 0.963 -1.644 0.2292
C -0.454 -0.070 0.244 -0.2554
H -2.893 -0.442 -2.759 0.1198
H 0.183 -2.057 2.752 0.1971
H -0.933 -0.723 2.562 0.1971
H 1.978 0.580 -0.016 0.4551
O 2.524 0.538 0.764 -0.9529
S -2.448 -1.618 -2.284 -0.1381
C -0.079 0.088 -1.242 -0.5254
H 0.986 0.259 -1.390 0.2093
C -0.518 -1.605 2.078 -0.4083
H 1.749 3.344 -0.534 0.4755
S -0.436 -1.360 -2.271 0.0880

=====

Entry 4:
83
Properties=species:S:1:pos:R:3:lowdin_spin:R:1 method="wB97M-V/def2-TZVPD" e_tot_ha=-3232.19123 homo_ha="-0.0777 / -0.1091" multiplicity=4 mol_weight_g_mol=668.611 charge=-1 de_lowest_kj_mol=291.6 lumo_energy_ev="1.536 / 1.624"
C -2.379 -0.700 -2.965 0.0172
N 0.155 2.188 1.759 0.0010
H 5.112 0.723 1.549 0.0011
C -1.397 -4.841 -0.617 -0.0417
H -2.502 2.878 3.792 0.0000
C -0.160 2.484 -2.296 0.0002
H 4.775 -2.602 -0.396 0.0216
C -0.789 -3.516 -0.717 -0.2235
C -4.526 0.388 -2.510 0.0157
C -0.138 4.185 -0.705 0.0001
C -2.796 -5.051 -0.858 -0.0290
H 0.381 4.966 -1.289 0.0000
H -4.293 -6.573 -1.016 0.0007
H -1.951 2.356 1.536 0.0000
C 3.903 -2.366 1.639 0.0520
H -1.358 0.772 2.096 0.0002
C -1.178 -7.169 -0.076 0.0000
H -3.740 0.070 -4.442 -0.0004
H 0.486 -5.809 -0.160 -0.0028
H 2.852 2.266 -1.641 0.0000
H -0.255 1.488 -2.403 0.0003
O 3.321 -2.024 -2.773 0.0484
H -0.204 4.205 4.329 0.0000
C 4.542 1.807 -0.297 0.0018
N 1.348 -2.006 0.327 0.3391
H -1.569 3.857 -3.282 0.0000
C 0.258 -1.662 2.202 0.1684
H -2.862 -8.400 -0.280 -0.0021
H 0.421 3.030 -3.059 0.0000
H 3.020 -0.082 1.076 -0.0009
C -1.583 4.138 -1.139 0.0000
H 4.496 2.425 1.898 0.0000
C -1.593 3.216 -2.388 0.0001
C -1.427 2.592 3.572 0.0001
H 0.030 4.303 0.356 0.0000
C -3.570 -0.093 -3.434 -0.0012
N 0.333 2.870 -0.963 0.0004
N -6.317 2.059 -3.224 0.0130
C 3.201 2.435 -0.632 0.0004
H 4.897 -2.589 2.096 -0.0018
V -0.380 -1.909 -0.623 1.2970
C -0.536 3.789 3.375 0.0000
H -0.655 -1.102 3.378 0.0007
C 0.669 3.328 2.546 0.0001
H -1.980 5.097 -1.427 0.0000
H 2.807 -1.908 3.536 0.0098
C 3.009 0.969 1.342 0.0025
O 1.065 -1.669 -2.036 0.1671
H -0.588 -8.003 0.357 0.0008
C -3.280 -6.329 -0.729 0.0006
H -1.136 4.550 2.912 0.0000
H -1.148 1.965 4.408 0.0001
H 3.313 3.466 -0.378 0.0001
H -1.651 -0.953 -3.590 0.0012
N -2.099 -0.878 -1.634 0.0220
C 4.446 1.489 1.224 0.0016
C 2.642 -2.047 -0.408 0.1203
H -2.174 3.616 -0.330 0.0000
C -0.563 -5.917 -0.273 -0.0359
H -4.965 0.500 -0.357 -0.0001
C 2.857 -2.025 2.442 0.1726
C 1.513 -1.972 1.711 0.1680
P 0.565 1.734 0.227 0.0020
O -0.071 0.434 -0.122 0.0135
C 2.312 -1.914 -1.726 0.2224
H 4.711 0.892 -0.912 0.0017
H -2.671 -0.357 0.253 0.0030
C -1.244 1.865 2.239 0.0005
H 1.030 4.188 1.961 0.0000
H 3.120 -1.862 -3.720 0.0015
H -2.441 2.424 -2.615 0.0000
C -2.895 -0.375 -0.704 0.0232
H 2.572 1.049 2.350 0.0014
O -0.755 -1.612 1.535 0.1199
H -3.370 -4.254 -1.161 -0.0017
C -2.493 -7.364 -0.295 -0.0272
O 0.247 -1.411 3.548 0.0586
C -4.237 0.145 -1.135 0.0014
N 2.223 1.763 0.323 0.0010
H 1.498 2.992 3.108 0.0000
H 5.442 2.446 -0.501 0.0001
C 3.925 -2.233 0.166 0.2685
C -5.579 1.174 -2.935 0.0031